Density functional theory data (the ωB97M-V functional and the def2-TZVPD basis) for the molecule C3H4N2O at a distorted geometry.

```
10
Properties=species:S:1:pos:R:3:forces:R:3
O 2.01394 0.00268 0.02582 0.8 -0.2 -1.1
N -1.41891 -0.28127 0.16569 -0.3 -0.1 -0.1
N -1.32702 1.03894 -0.10364 0.2 -0.1 -0.2
C -0.21098 -0.91264 0.03039 0.1 0.0 0.1
C 0.69177 0.06060 -0.26953 -0.3 0.2 0.8
C -0.07648 1.24722 -0.46872 0.0 0.0 0.3
H 2.16897 -0.85929 0.43204 0.2 0.2 -0.1
H -1.96934 -0.52585 0.97434 -0.6 0.0 -0.4
H -0.10220 -1.98864 0.08129 0.0 0.2 0.4
H 0.22842 2.21341 -0.85784 0.1 -0.2 0.3
```
Forces are in eV/Å.

Properties
Lowest unoccupied orbital energy, Ha: 0.0277
SMILES string: Oc1cn[nH]c1
Relative energy (zero: lowest compared OMol25 entry of this formula, charge and spin), eV: 2.019
Highest occupied orbital energy, eV: -8.66
Charge: 0
Total energy, eV: -8201.866

Results of the Löwdin charge analysis, in e, for atoms 1 through 5: number 1, O, carries 0.0470; number 2, N, carries -0.0583; number 3, N, carries 0.0218; number 4, C, carries -0.0697; number 5, C, carries -0.3339



Density functional theory data (the ωB97M-V functional and the def2-TZVPD basis) for a structure of composition C18H24BrCl2N6O3Pd.

```
55
Properties=species:S:1:pos:R:3:forces:R:3
Pd 0.60309 0.45462 -0.21186 -0.1 0.0 -0.2
Br 1.03357 0.88034 -3.61195 0.0 0.0 0.0
Cl 3.47632 1.99836 0.03283 0.0 -0.1 0.1
Cl 2.80810 -3.04494 2.01025 0.0 0.0 0.0
O -0.32874 -4.02815 -4.32828 0.0 0.0 0.0
O 1.49298 -0.48814 3.88216 0.0 -0.1 -0.1
O -0.09339 -0.53257 2.26577 0.0 0.0 -0.1
N 1.99622 -0.72118 0.51464 -0.1 0.1 0.0
N -3.30554 1.62303 -1.53752 0.0 0.0 0.0
N 0.56901 1.79880 1.39379 -0.1 -0.1 0.0
N -1.06413 1.42310 -0.96329 0.0 0.0 0.1
N 0.42931 -0.99024 -1.67292 0.0 0.0 0.1
N 1.26385 1.31134 2.53926 0.0 0.0 -0.2
C -4.70674 1.20918 -1.40604 0.0 0.0 0.0
C -2.74360 4.05030 -1.81316 0.0 0.0 0.0
C -0.08972 -3.07234 -3.42643 0.0 0.1 0.0
C 0.51207 -0.82017 -2.98925 0.0 0.1 -0.1
C -2.64276 -0.02383 0.15825 0.0 0.1 0.0
C -2.31467 1.06311 -0.82679 0.0 -0.1 0.0
C 4.88896 0.94513 2.02050 0.0 -0.1 0.0
C -0.17094 -3.26965 -2.04854 0.0 0.0 0.0
C 0.26610 -1.81499 -3.90709 0.0 0.0 0.0
C 3.55907 -1.54029 2.04012 0.1 -0.1 0.1
C 0.10046 -2.21170 -1.21387 0.1 0.0 0.0
C 5.22556 -0.09283 2.91363 0.0 0.1 0.0
C -3.02190 2.70680 -2.47835 0.0 0.0 0.0
C 3.83779 0.77160 1.17893 0.0 0.1 0.0
C -5.53130 2.14663 -0.53730 0.0 0.0 0.0
C 4.58441 -1.31215 2.93691 0.0 -0.1 0.0
C 0.82915 -0.04321 2.94953 0.0 0.2 0.3
C 3.08119 -0.48457 1.14748 -0.1 0.1 -0.1
H -1.79094 -0.21972 0.80685 0.1 0.0 0.0
H -2.18977 2.40699 -3.12294 0.0 0.0 0.0
H -0.42779 1.92358 1.57208 0.0 0.0 0.1
H -2.51397 4.79822 -2.57160 0.0 0.0 0.0
H -5.57290 3.14892 -0.96295 0.0 0.0 0.0
H 5.45561 1.86422 2.01613 0.0 0.0 0.0
H -0.55014 -4.86546 -3.90297 0.0 0.0 0.0
H -1.90025 4.00119 -1.12387 0.0 0.0 0.0
H -6.55357 1.77817 -0.45663 0.0 0.0 0.0
H -0.42943 -4.23275 -1.62918 0.0 0.0 0.0
H -3.48850 0.25724 0.78440 0.0 0.0 0.0
H 0.08674 -2.31414 -0.13537 0.0 0.0 0.0
H 0.97574 2.69528 1.14598 0.0 0.0 -0.1
H -5.12283 1.16381 -2.41405 0.0 0.0 0.0
H 4.87299 -2.07919 3.63915 0.0 0.0 0.0
H -2.90914 -0.94288 -0.36715 0.0 0.0 0.0
H -3.89080 2.79313 -3.12956 0.0 0.0 0.0
H -0.90606 2.14052 -1.65727 0.0 0.0 0.0
H -5.11399 2.21872 0.46796 0.0 0.0 0.0
H 1.22031 1.97119 3.30733 0.0 -0.1 0.1
H -3.61088 4.39197 -1.25121 0.0 0.0 0.0
H 6.03951 0.07495 3.60776 0.0 0.0 0.0
H -4.74078 0.19721 -1.01514 0.0 0.0 0.0
H 0.35500 -1.63805 -4.96792 0.0 0.0 0.0
```
Forces are in eV/Å.

Properties
Lowest unoccupied orbital energy (spin up / spin down), Ha: -0.1807 / -0.1807
Relative energy (zero: lowest compared OMol25 entry of this formula, charge and spin), eV: 0.000
Highest occupied orbital energy (spin up / spin down), eV: -10.97 / -10.97
Charge: +1
Total energy, eV: -132698.752

Results of the Löwdin charge analysis, in e, for atoms 1 through 5: number 1, Pd, carries 0.9171; number 2, Br, carries 0.8098; number 3, Cl, carries 0.7572; number 4, Cl, carries 0.8479; number 5, O, carries 0.1159



Density functional theory data (the ωB97M-V functional and the def2-TZVPD basis) for a structure of composition C4H2ErO2 at a distorted geometry.

```
9
Properties=species:S:1:pos:R:3:forces:R:3
Er 4.59754 0.79559 0.06001 -1.7 -0.2 -0.3
O 2.07057 0.37293 -0.16687 2.4 0.4 -0.1
O -2.81430 1.37039 -0.15506 -0.8 -0.3 0.3
C -2.31469 0.32744 -0.08871 1.4 2.0 -0.6
C 1.11991 -0.23982 0.37833 -0.6 -0.4 1.1
C -1.28892 -0.46185 -0.67120 -3.2 -0.6 1.0
C -0.08068 -0.51897 -0.23271 0.2 -0.2 -0.4
H 1.17184 -0.53224 1.44315 0.2 0.0 -0.3
H -2.46128 -1.11348 -0.56692 2.1 -0.6 -0.7
```
Forces are in eV/Å.

Properties
Lowest unoccupied orbital energy (spin up / spin down), Ha: -0.3813 / -0.3790
2S+1: 5
<S²>: 6.03
Highest occupied orbital energy (spin up / spin down), eV: -14.70 / -17.68
Charge: +2
Total energy, eV: -35869.398

Results of the Löwdin charge analysis, in e, for atoms 1 through 5: number 1, Er, carries 1.8365; number 2, O, carries -0.1704; number 3, O, carries 0.2444; number 4, C, carries -0.1850; number 5, C, carries -0.2482



Density functional theory data (the ωB97M-V functional and the def2-TZVPD basis) for a cluster of 2 separate species, C4H11N3O5 in total at a distorted geometry.

```
23
Properties=species:S:1:pos:R:3:forces:R:3
O 2.26003 0.32754 1.54219 0.4 -1.0 -0.7
O -0.50042 -0.18421 -1.33239 -0.5 -0.6 -0.8
O -0.23880 -0.45739 0.93688 -0.4 1.6 -0.3
O 0.09430 1.59720 -0.09307 -0.9 -1.8 1.5
O 3.44113 -0.96700 0.24398 0.1 -0.6 0.3
N 1.54958 -0.09786 -0.47233 1.4 -2.0 -1.6
N 2.44711 -0.34520 0.52312 0.0 2.3 1.6
N 1.58041 -2.18273 -1.35787 -1.7 0.8 1.1
C 0.29397 2.32080 -1.23952 2.2 2.1 -1.3
C -1.44050 0.10319 1.47786 -2.2 0.1 0.2
C 0.18018 0.22066 -0.20366 -0.8 -1.1 0.1
C -2.69151 -0.79034 1.28906 0.2 0.9 1.4
H -1.69163 1.18542 1.16248 0.9 -1.8 0.5
H 1.11474 1.86570 -1.86164 -0.9 0.6 0.4
H 2.11575 -1.70742 -2.05036 1.1 0.1 -0.6
H 0.64712 3.29329 -0.82785 0.1 -0.5 -0.6
H -3.49325 -0.17153 1.79550 0.7 -1.3 0.2
H -0.27849 -1.12002 -1.59860 0.0 1.2 0.8
H 2.16223 -2.70129 -0.69090 0.3 0.5 -0.4
H -1.42762 0.01179 2.57400 1.0 0.7 -0.3
H -2.43905 -1.78708 1.67982 -0.6 0.4 0.6
H -3.13073 -0.99892 0.36988 -0.1 0.1 -2.3
H -0.55454 2.58542 -1.86660 -0.5 -0.7 0.2
```
Forces are in eV/Å.

Properties
Lowest unoccupied orbital energy (spin up / spin down), Ha: -0.0507 / -0.0828
Relative energy (zero: lowest compared OMol25 entry of this formula, charge and spin), eV: 3.821
Highest occupied orbital energy (spin up / spin down), eV: -10.45 / -10.44
Charge: 0
Total energy, eV: -19025.725

Results of the Löwdin charge analysis, in e, for atoms 1 through 5: number 1, O, carries 0.1160; number 2, O, carries 0.0654; number 3, O, carries -0.0135; number 4, O, carries -0.0604; number 5, O, carries 0.0658